Record 1
Formula: C8H14BrIO4S2
Source: the OMol25 dataset
Level of theory: wB97M-V/def2-TZVPD

Properties
Frontier orbital gap: 9.51 eV
LUMO level: 0.20 eV
Structure (SMILES): C[C@@H](I)C[C@]1(Br)OS(=O)(=O)O[C@@H]1CCCS
Calculated total energy: -116525.7073 eV

Each line ends with the natural charge from an NBO analysis.
Element x y z (Å)
C 3.54892 -1.08219 1.59515  -0.6357
C 2.70859 -1.17118 0.31985  -0.2601
I 1.36721 -2.84115 0.63066  0.0730
C 1.93796 0.13325 0.19027  -0.5145
C 0.97848 0.27359 -0.98341  0.2675
Br 1.37419 -0.95570 -2.49006  0.0386
O 1.20157 1.57074 -1.57275  -0.7083
S -0.03382 2.01427 -2.48539  2.5518
O 0.00250 1.54490 -3.82043  -0.9008
O -0.28350 3.39976 -2.39185  -0.8897
O -1.12929 1.11432 -1.72438  -0.6960
C -0.51960 0.27573 -0.70662  0.0133
C -1.01784 0.83812 0.62877  -0.4200
C -2.15032 -0.00670 1.21604  -0.4099
C -3.33667 -0.16876 0.27185  -0.5017
S -4.15202 -1.73556 0.76850  -0.0621
H 4.12735 -1.99067 1.71153  0.2286
H 4.16976 -0.19047 1.59388  0.2148
H 2.87226 -1.03111 2.44403  0.2114
H 3.35611 -1.34241 -0.52619  0.2318
H 2.67882 0.92067 0.06072  0.2534
H 1.45904 0.29935 1.14624  0.2328
H -0.95070 -0.69886 -0.90849  0.2370
H -1.42189 1.83047 0.46106  0.2353
H -0.24947 0.93470 1.38690  0.2150
H -1.78931 -0.99674 1.49201  0.2115
H -2.47569 0.45874 2.14129  0.2215
H -3.04324 -0.28090 -0.76221  0.2140
H -4.04707 0.63616 0.40415  0.2207
H -5.18235 -1.75236 -0.09114  0.1270

Cartesian forces, eV/Å:
C -0.5225 -0.3007 -0.1365
C 0.1173 0.3345 1.0174
I 0.0943 0.1153 -0.2272
C 0.3977 -0.5091 -0.5228
C 0.2222 0.4841 -0.9572
Br 0.0014 -0.2594 0.3629
O -0.0951 0.4072 0.3151
S -1.5213 -0.2531 -1.4001
O 0.7639 -0.7340 -0.1613
O 0.2170 0.5585 1.4674
O 1.0312 0.3954 -0.2195
C -1.1482 0.2119 0.1984
C -0.2950 -0.3477 0.3844
C 0.1077 -0.0462 -0.1368
C -0.3928 -0.6681 0.4689
S -0.0334 -0.0383 0.0706
H 0.3449 0.0337 0.0516
H 0.2609 0.0147 -0.0789
H 0.0400 0.1185 0.2199
H -0.2077 -0.3637 -0.3548
H 0.0979 0.1194 -0.0075
H -0.2865 0.1615 -0.0246
H 0.2359 -0.3067 0.2538
H 0.1783 0.2660 -0.1995
H 0.1422 0.0039 -0.0143
H 0.2710 -0.1121 -0.0375
H -0.1328 0.0410 0.1463
H 0.0471 0.2392 -0.2103
H -0.0270 0.2690 -0.2470
H 0.0913 0.1650 -0.0209



Record 2
Formula: C8H14Cl2N3
Source: the OMol25 dataset
Level of theory: wB97M-V/def2-TZVPD

Properties
Frontier orbital gap: 7.04 eV
LUMO level: -5.57 eV
Charge: +1
Calculated total energy: -38025.7020 eV

Each line ends with the natural charge from an NBO analysis.
Element x y z (Å)
C -0.85266 3.91486 1.85136  -0.2473
C 0.14025 3.42568 1.14426  -0.0726
C 1.23715 2.64618 0.23242  -0.4470
C 0.80393 1.05792 0.19478  -0.0672
C 1.89091 0.26294 1.07907  -0.4445
C 2.20726 -1.23601 0.57853  -0.2537
N 2.05113 -1.45539 -0.90420  -0.5578
C 0.74623 -0.82380 -1.25061  0.8647
N -0.36579 -1.57415 -1.48456  -0.9911
N 0.76951 0.67255 -1.26085  -0.5784
H -1.82659 4.03945 2.46622  0.2862
H 2.28007 2.81242 0.68196  0.2548
H 1.23306 3.12104 -0.82986  0.2575
H -0.23049 1.01971 0.70256  0.2369
H 1.42836 0.15877 2.14531  0.2604
H 2.88827 0.82014 1.23432  0.2496
H 3.33003 -1.44176 0.82186  0.2452
H 1.61496 -2.02020 1.19724  0.2132
H 2.00978 -2.48218 -1.10923  0.4115
H -0.93943 -1.84279 -0.66130  0.4594
H -0.65396 -1.96248 -2.40387  0.4688
H -0.06257 1.03511 -1.75602  0.4136
C -4.05213 -1.93458 -0.50820  -0.3993
Cl -3.77695 -2.75511 -2.04907  -0.0106
Cl -2.82525 -2.38760 0.68360  -0.0263
H -4.01039 -0.85722 -0.66772  0.2288
H -5.03470 -2.21352 -0.12796  0.2452

Cartesian forces, eV/Å:
C 4.3576 -3.5202 -3.4243
C -4.4122 1.5842 2.8095
C -1.5390 1.3438 0.8603
C 1.3349 2.6978 1.6540
C -0.3842 -0.8240 0.4793
C 2.1362 0.0200 2.1492
N -4.7087 1.1924 0.0133
C 3.3148 1.6366 0.0822
N -0.2570 -0.1550 -1.3283
N -0.6124 -5.0930 0.8910
H 2.4366 0.0713 -1.4141
H -1.6573 -0.3594 -0.6715
H -0.0966 -0.9395 1.8703
H 1.4996 -0.2906 -1.0924
H 0.8555 0.2408 -1.9172
H -1.7667 -0.7244 -0.7028
H -2.0664 0.3182 -0.4046
H 0.7015 1.3045 -1.3138
H -0.2749 1.2072 0.3132
H 0.4097 0.1363 -0.5803
H 0.3455 0.5154 1.0432
H 0.2971 -0.4007 0.6840
C -0.3725 0.2429 -0.2187
Cl -0.0091 0.0689 0.0181
Cl 0.1222 0.0290 0.1911
H 0.0874 -0.2194 0.0277
H 0.2586 -0.0832 -0.0184



Record 3
Formula: C8H14ClN
Source: the OMol25 dataset
Level of theory: wB97M-V/def2-TZVPD

Properties
Frontier orbital gap: 9.86 eV
LUMO level: 0.88 eV
Structure (SMILES): CC1=C[C@](C)(Cl)N(C)CC1
Relative energy (zero: lowest compared OMol25 entry of this formula, charge and spin): 22.7 kcal per mole
Calculated total energy: -22533.0382 eV

Each line ends with the natural charge from an NBO analysis.
Element x y z (Å)
C -1.36344 0.17823 0.72768  -0.1585
C -1.03761 1.35666 0.25918  -0.0199
C 0.26923 1.47029 -0.41743  -0.4553
C 1.37059 0.60119 0.18851  -0.1945
C -0.17591 -1.21264 0.43477  0.2223
C -1.88575 2.55276 0.32686  -0.6287
C -1.08664 -2.08058 -0.38645  -0.6532
C 2.20984 -1.61755 0.08472  -0.4399
N 1.01909 -0.81619 -0.12327  -0.5086
Cl 0.01552 -1.94232 2.13456  -0.1517
H -2.18397 -0.06232 1.30602  0.2014
H 0.20446 1.05427 -1.44791  0.2297
H 0.64161 2.52088 -0.54989  0.2183
H 2.37612 0.75252 -0.19831  0.2077
H 1.48197 0.65539 1.30499  0.1910
H -1.32258 3.53892 0.13409  0.2118
H -2.35560 2.64373 1.21293  0.2196
H -2.66827 2.37351 -0.40775  0.2260
H -0.71030 -3.20239 -0.46672  0.2126
H -1.20333 -1.74378 -1.40805  0.2300
H -2.17063 -2.16429 0.10220  0.2255
H 2.76675 -1.66270 1.13342  0.1832
H 2.07781 -2.71128 0.04596  0.2202
H 3.09752 -1.39548 -0.49014  0.2110

Cartesian forces, eV/Å:
C 4.5142 -2.1551 -1.1174
C 0.8793 -0.1868 0.2347
C 2.1446 0.5961 -1.4507
C -0.5907 -1.0003 1.0184
C -4.3680 2.3261 1.4377
C 1.2324 1.4490 -2.9709
C -1.3702 -3.7408 0.8698
C 1.5783 -2.3779 2.5196
N 2.3609 1.2157 -0.0928
Cl -0.1280 0.0174 -0.1825
H -1.5658 -0.7733 0.9795
H -0.1654 0.4875 0.3126
H -0.5410 -0.7736 0.3769
H -0.2085 0.3218 -0.4227
H -0.3377 0.4108 -0.6804
H -0.8805 -1.6105 0.0483
H -1.5815 0.2872 3.1753
H -0.1319 0.6833 -0.3182
H -0.5775 2.1502 0.2211
H 0.1067 0.4444 -0.0785
H 2.4449 0.2281 -0.9795
H -1.7470 1.0458 -1.0757
H -0.6094 0.4131 -0.7362
H -0.4584 0.5418 -1.0885



Record 4
Formula: C8H14ClN2Si
Source: the OMol25 dataset
Level of theory: wB97M-V/def2-TZVPD

Properties
Frontier orbital gap: 9.09 eV
LUMO level: -3.42 eV
Charge: +1
Structure (SMILES): C[N+](C)=c1ccn([Si@H](C)Cl)cc1
Relative energy (zero: lowest compared OMol25 entry of this formula, charge and spin): 0.0 kcal per mole
Calculated total energy: -31898.3690 eV

Each line ends with the natural charge from an NBO analysis.
Element x y z (Å)
C 0.47048 -0.06411 1.23564  -0.2598
C -0.05836 1.32515 -0.65438  -0.3204
C -0.83438 -0.55805 1.14548  0.0557
C -1.34888 0.88312 -0.67367  0.1154
C 0.90462 0.82462 0.19192  0.2768
C 3.20573 0.35976 0.74685  -0.4173
C 2.64029 2.06096 -1.03518  -0.3961
C -2.79422 -2.91246 -0.03219  -1.1421
N -1.79027 -0.02757 0.21887  -0.6604
N 2.22412 1.10278 0.03309  -0.3373
Si -3.34151 -1.12751 0.02457  1.4730
Cl -3.95071 -0.58398 -1.91167  -0.3582
H 1.04703 -0.46877 1.94930  0.2323
H 0.24275 2.00989 -1.52012  0.2467
H -1.11534 -1.17769 1.95630  0.2286
H -2.16266 1.31777 -1.31941  0.2568
H 2.75033 -0.53962 1.17492  0.2127
H 3.95424 -0.05833 0.12512  0.2236
H 3.71908 0.97563 1.52962  0.2198
H 1.76469 2.56353 -1.31542  0.2041
H 3.36940 2.76256 -0.52558  0.2279
H 3.07668 1.51304 -1.86046  0.2196
H -2.39693 -3.05515 -1.07939  0.2810
H -1.88017 -3.00064 0.53234  0.2561
H -3.52897 -3.71437 0.02063  0.2928
H -4.16704 -0.41059 1.04280  -0.1314

Cartesian forces, eV/Å:
C -4.3391 0.4578 -3.5286
C -0.7520 1.7141 -3.0955
C 1.0493 3.2658 -1.1680
C -1.1582 0.5802 0.3327
C 2.2648 -0.8344 1.1689
C 0.3846 -0.0503 1.7341
C 1.6031 -0.6188 2.5566
C 0.5047 0.6004 -1.8565
N 1.0752 -2.8894 1.4491
N -1.7261 0.5306 -1.0998
Si 0.3235 1.4687 -1.0480
Cl 0.0325 -0.2531 1.0239
H 2.0324 -1.0482 2.3763
H -0.8820 -1.1196 1.6190
H -0.9268 -0.8366 0.2324
H 1.3162 -0.6361 0.4365
H 0.2296 0.4695 0.2073
H 0.8481 0.0180 -1.0663
H -0.5020 -0.5675 -0.4836
H -0.3951 1.0570 -0.5600
H -0.7120 -0.6841 -1.0171
H 0.2197 0.0836 -0.1915
H -0.4411 0.5031 0.6901
H -0.0548 -0.5941 0.8079
H 0.0173 0.1920 0.7671
H -0.0119 -0.8085 -0.2871



Record 5
Formula: C8H14ClNO3S
Source: the OMol25 dataset
Level of theory: wB97M-V/def2-TZVPD

Properties
Frontier orbital gap: 9.83 eV
LUMO level: 0.62 eV
Relative energy (zero: lowest compared OMol25 entry of this formula, charge and spin): 73.4 kcal per mole
Calculated total energy: -39508.7629 eV

Each line ends with the natural charge from an NBO analysis.
Element x y z (Å)
C -1.46716 -0.38926 0.18401  0.6665
C 5.77521 0.29453 0.05949  -0.1960
C 4.79929 1.37670 -0.12723  -0.2259
C 4.52632 -0.05915 -0.06376  -0.0232
C 4.38166 2.20711 1.02814  -0.6267
C -2.88984 1.52021 0.55380  -0.5803
C -3.86715 -0.74361 -0.14498  -0.5926
C -2.72310 0.24057 -0.27625  -0.3062
N -1.26905 -1.23264 1.18215  -0.8302
O -0.46800 -0.18382 -0.50879  -0.6862
O 0.61924 -2.77122 0.41482  -0.8922
O 0.73022 -1.97199 2.64142  -0.9256
S 0.60581 -1.43958 1.30596  1.7234
Cl 3.24589 -1.23449 -0.29911  0.0208
H 0.76135 -2.54844 -0.58075  0.5154
H 6.80085 -0.17570 -0.00292  0.2404
H 4.88557 1.97566 -1.12241  0.1748
H 3.35673 2.70132 0.86582  0.2136
H 5.06840 3.02097 1.25410  0.2154
H 4.14600 1.43887 1.86326  0.2121
H -3.81594 1.94957 0.31681  0.2080
H -2.12281 2.23902 0.34460  0.2212
H -2.94312 1.23717 1.66347  0.2015
H -3.96787 -1.20820 -1.05263  0.2177
H -3.61149 -1.45190 0.66298  0.1939
H -4.86371 -0.31416 0.10343  0.2137
H -2.55430 0.60233 -1.27893  0.2330
H -1.95722 -1.74578 1.72487  0.4136

Cartesian forces, eV/Å:
C 0.9462 -0.3998 -2.2025
C 1.0840 -3.3596 -0.2755
C -0.1105 2.4302 -1.8961
C -0.2458 -0.6814 -0.7476
C -2.6356 -0.1368 1.3447
C 0.0595 -1.5406 2.0127
C -0.5548 1.1232 2.3798
C -0.7350 0.9860 1.3743
N 1.0488 -0.2064 1.1483
O 0.8228 0.7034 -0.7707
O 0.7754 0.0757 -2.9556
O 0.3212 0.0599 0.1067
S -2.3690 -0.4423 1.3793
Cl 1.6230 0.8945 0.0905
H -0.4948 -0.2946 2.3582
H -1.2989 1.1866 0.3559
H -0.4904 -1.1417 1.3892
H 1.3928 -0.6254 -0.0988
H 0.1508 -0.2427 0.4384
H 0.8750 1.6789 -0.7539
H -1.4131 0.7566 -0.3602
H 0.5800 0.2461 0.1415
H 0.2902 0.6385 -1.3848
H -0.3299 -1.7054 -2.0482
H -0.5136 0.0661 -0.5505
H 0.7652 0.0515 -0.1050
H 0.0533 -0.4436 -0.4455
H 0.4031 0.3229 0.0755



Record 6
Formula: C8H14F15O18S4Y
Source: the OMol25 dataset
Level of theory: wB97M-V/def2-TZVPD

Properties
Frontier orbital gap: 1.77 eV
LUMO level: -3.20 eV
Charge: -2
Relative energy (zero: lowest compared OMol25 entry of this formula, charge and spin): 550.5 kcal per mole
Calculated total energy: -130512.2311 eV

Each line ends with the natural charge from an NBO analysis.
Element x y z (Å)
Y -0.44156 0.44367 0.33213  1.7129
C -5.24621 1.12164 -5.89168  0.7241
F -6.08873 0.94356 -4.89693  -0.3225
F -4.83122 -0.09904 -6.30413  -0.3296
F -5.85847 1.85962 -6.89140  -0.3377
S -3.78396 2.19043 -5.20253  2.2645
O -2.69957 2.06497 -6.13193  -0.9929
O -4.30803 3.58219 -5.21433  -0.9826
O -3.44558 1.63174 -3.83743  -1.0140
C -0.91527 3.45200 7.47704  0.7551
F -0.82577 4.79131 7.18384  -0.3364
F -0.82157 3.35262 8.78940  -0.3297
F -2.08359 2.94604 7.18742  -0.3231
S 0.50668 2.37803 6.47795  2.2422
O 0.01725 2.16783 5.08173  -0.9601
O 1.77602 3.17104 6.41505  -0.9074
O 0.61612 1.14106 7.14976  -0.9521
C 6.95443 0.84201 -0.79920  0.7508
F 8.30092 0.52129 -0.64829  -0.3404
F 6.91005 2.13552 -1.15592  -0.3130
F 6.36481 0.15887 -1.75476  -0.3128
S 6.03177 0.38870 0.85555  2.1906
O 6.63606 -0.80316 1.46901  -0.9087
O 6.31053 1.60041 1.75421  -0.8862
O 4.56019 0.26218 0.51204  -0.9335
C 0.39653 8.07512 0.38151  0.7227
F 0.92729 9.29948 0.39421  -0.3136
F -0.39004 7.93087 1.46724  -0.3313
F -0.38067 7.84054 -0.68276  -0.3214
S 1.71099 6.70524 0.47548  2.2529
O 0.99144 5.41401 0.43085  -0.9167
O 2.61866 7.02221 -0.67215  -0.9160
O 2.32949 6.84242 1.78939  -0.8922
C -0.21573 -5.68859 -2.34613  0.2629
O 0.09322 -6.40771 -1.13439  -0.5014
O -0.46125 -4.38584 -1.85330  -0.5745
C 0.83256 -5.89030 -3.44456  0.9258
F 1.31868 -7.15676 -3.51010  -0.3520
F 0.47977 -5.69204 -4.68174  -0.3068
F 1.93845 -5.20412 -3.15437  -0.3221
C -0.86085 -7.42300 -0.65631  -0.0730
C -0.28081 -7.95380 0.69532  -0.6192
H -0.31916 -7.15998 1.44130  0.1998
H -0.96171 -8.68218 1.13571  0.2026
H 0.74424 -8.32444 0.69220  0.2226
H -0.68593 -8.33370 -1.22913  0.1705
H -1.93104 -7.21613 -0.65589  0.1857
H -1.07518 -6.18658 -2.79495  0.1329
O -0.08758 -2.96890 2.94931  -0.9558
H 0.04575 -3.15632 3.87847  0.4805
H -0.18241 -3.82991 2.54201  0.4761
O -3.82526 3.24638 1.55457  -0.9544
H -4.07261 3.89728 0.89777  0.4815
H -4.41018 3.41628 2.29297  0.4739
O 1.95403 1.34945 -3.41699  -0.9563
H 2.62199 1.88895 -3.84006  0.4818
H 1.46946 0.95496 -4.14213  0.4756
O -4.27683 -1.39697 1.10084  -0.9568
H -4.70589 -1.97288 0.46802  0.4807
H -4.98477 -1.09741 1.67121  0.4776

Cartesian forces, eV/Å:
Y 0.2558 0.2147 0.0245
C 1.8091 1.7066 0.1821
F -1.0143 -0.2482 0.0838
F -0.6276 0.9291 -0.3898
F 0.5491 -1.7397 0.9247
S 0.5784 1.9780 2.2514
O 0.3617 -1.0108 -0.8946
O -0.1987 -2.3613 0.5084
O -1.3788 0.6385 -2.4623
C 2.4615 0.1538 -1.0425
F -0.4659 -1.4415 -0.0889
F 0.7290 -0.0630 0.8544
F -1.2538 0.0905 -0.9821
S 2.2152 2.6708 -3.6946
O -0.6501 0.7421 1.7202
O -2.7445 -0.7610 1.0333
O -0.4530 -1.5889 2.0414
C 0.6492 0.1524 1.5660
F -1.8917 0.1156 -0.5784
F -0.0675 -0.6371 0.5884
F 0.4878 -0.6019 -0.6522
S -1.4307 2.4324 3.6346
O -0.5124 0.8673 -1.8120
O -0.6613 -2.5945 -2.7964
O 3.1902 0.1820 -0.0038
C 0.3588 -1.9558 0.8260
F -0.4504 -0.3636 -0.4202
F 0.0677 0.4770 -0.1566
F 0.2645 0.8418 -0.1047
S 1.9195 -0.6436 -0.6637
O 0.1297 1.4502 -0.7235
O -2.0302 -0.6177 1.8798
O -0.3654 0.6545 -0.6906
C -1.9023 1.5559 1.9949
O -0.6437 -0.8824 -0.0721
O 0.6408 -2.1549 -1.8381
C 2.8097 -0.9463 1.6411
F -0.6541 -1.2235 0.7912
F -1.2990 1.4832 -1.1153
F 0.2313 1.2489 -0.1796
C 2.9948 -1.3268 0.2436
C -1.2528 1.5383 0.5744
H 0.2447 0.2957 0.0299
H 0.0527 -0.4270 -0.3477
H -0.2025 -0.0185 -0.5751
H -0.4482 0.1632 -1.0262
H 0.2289 0.7500 0.1199
H -0.8247 0.1617 -0.0598
O -0.1417 0.2988 -0.2422
H 0.0993 0.1226 0.2936
H 0.0182 -0.2221 -0.2406
O 0.1696 -0.3782 -0.0669
H 0.0233 0.1956 -0.2716
H -0.0345 0.0320 0.2575
O -0.1889 -0.2129 0.3685
H 0.2022 0.2176 0.0474
H -0.2075 -0.0683 -0.2291
O 0.4136 0.1142 0.0300
H -0.0315 -0.1530 -0.2683
H -0.1288 0.1676 0.1785